ORCA calculation (ωB97M-V/def2-TZVPD) on a molecular structure, C6H11N in a non-equilibrium geometry.

Highest occupied orbital energy (spin up / spin down), eV: -8.823 / -8.825
ΔE to the lowest compared entry with this formula, charge and spin, kcal/mol: 111.6
Electronic energy, hartree: -289.7939
HOMO-LUMO gap (spin up / spin down), eV: 8.117 / 8.118

Last column: natural (NBO) charge in e.
Geometry (Å):
C: -1.1481 0.5064 -1.8084  -0.61
C: 0.2142 0.5688 -1.0800  -0.40
C: 0.2297 -0.1460 0.2948  -0.18
C: 1.9242 0.5530 1.9523  -0.43
C: -0.0085 -1.6609 0.1716  -0.61
C: -0.7508 0.4530 1.1872  0.26
N: -1.5494 0.9325 1.8740  -0.33
H: -1.4353 -0.5170 -2.0755  0.21
H: -1.0978 1.0766 -2.7450  0.22
H: -1.9538 0.9411 -1.2058  0.22
H: 0.4825 1.6198 -0.9396  0.22
H: 0.9777 0.1147 -1.7228  0.22
H: 1.5569 1.6040 2.0581  0.15
H: 1.4145 0.0604 2.8152  0.15
H: 1.3979 0.0353 0.8247  0.22
H: 0.0814 -2.1650 1.1354  0.23
H: -1.0266 -1.8594 -0.2006  0.23
H: 0.6914 -2.1175 -0.5359  0.22


ORCA calculation (ωB97M-V/def2-TZVPD) on C6H11N in the gas phase in a non-equilibrium geometry.

Highest occupied orbital energy, eV: -7.368
Structure (SMILES): C=C/C=C(\C)NC
ΔE to the lowest compared entry with this formula, charge and spin, kcal/mol: 39.0
Electronic energy, hartree: -289.9095
HOMO-LUMO gap, eV: 8.354

Last column: natural (NBO) charge in e.
Geometry (Å):
C: 2.3999 1.9516 0.9883  -0.43
C: 1.2822 1.2271 1.0834  -0.19
C: 0.9381 0.1380 0.1684  -0.36
C: -0.3113 -0.1493 -0.2557  0.24
C: -1.5151 0.4772 0.3977  -0.67
N: -0.5623 -1.1430 -1.1748  -0.60
C: -1.6319 -2.1238 -1.1062  -0.40
H: 2.7565 2.4648 1.8720  0.20
H: 2.9039 2.0193 0.0363  0.19
H: 0.5548 1.4114 1.8714  0.19
H: 1.7714 -0.3705 -0.3113  0.20
H: -2.3937 0.3854 -0.2492  0.22
H: -1.7526 -0.0035 1.3426  0.23
H: -1.4084 1.5552 0.4823  0.23
H: 0.2529 -1.4259 -1.6935  0.38
H: -1.4614 -2.8134 -0.2688  0.18
H: -1.5959 -2.6345 -2.0617  0.21
H: -2.5985 -1.6690 -0.9180  0.20


ORCA calculation (ωB97M-V/def2-TZVPD) on C6H11N in the gas phase in a non-equilibrium geometry.

Highest occupied orbital energy, eV: -8.305
ΔE to the lowest compared entry with this formula, charge and spin, kcal/mol: 98.4
Electronic energy, hartree: -289.8149
HOMO-LUMO gap, eV: 9.007

Last column: natural (NBO) charge in e.
Geometry (Å):
C: 1.8775 0.5615 0.3700  -0.02
C: 0.7252 0.0078 -0.3965  0.17
C: 1.1190 -0.8138 -1.6956  -0.66
C: -0.7219 -0.2340 1.7790  -0.59
C: -1.5860 0.8864 -0.4510  -0.60
C: -0.6286 -0.1509 0.2429  -0.28
N: 2.1454 -0.4564 0.9316  -0.33
H: 2.3824 1.5903 0.2693  0.15
H: 1.0444 -1.8362 -1.2491  0.25
H: 2.0441 -0.3245 -1.8983  0.23
H: 0.2440 -0.5805 -2.4017  0.22
H: -0.0624 -1.0320 1.8686  0.23
H: -1.7265 -0.5257 2.1300  0.21
H: -0.5059 0.6723 2.3698  0.20
H: -0.9424 1.4251 -1.1287  0.21
H: -2.0938 1.5427 0.1800  0.21
H: -2.3719 0.4120 -0.9884  0.21
H: -0.9425 -1.1443 0.0682  0.20


ORCA calculation (ωB97M-V/def2-TZVPD) on C6H11N in the gas phase in a non-equilibrium geometry.

Highest occupied orbital energy, eV: -11.338
Structure (SMILES): CCC[C@@H](C)C#N
ΔE to the lowest compared entry with this formula, charge and spin, kcal/mol: 1.9
Electronic energy, hartree: -289.9686
HOMO-LUMO gap, eV: 12.258

Last column: natural (NBO) charge in e.
Geometry (Å):
C: 1.7834 -1.8951 -0.5776  -0.60
C: 1.0761 -0.8389 0.2637  -0.40
C: -0.1763 -0.2503 -0.3943  -0.38
C: -0.5706 1.1026 0.2262  -0.32
C: -1.8961 1.6625 -0.3011  -0.59
C: -0.6109 0.9747 1.6934  0.29
N: -0.6244 0.8331 2.8423  -0.34
H: 2.6864 -2.2488 -0.0689  0.21
H: 1.1422 -2.7638 -0.7639  0.20
H: 2.0869 -1.4855 -1.5480  0.20
H: 0.8010 -1.2591 1.2385  0.22
H: 1.7796 -0.0226 0.4781  0.20
H: -0.0070 -0.0871 -1.4673  0.21
H: -1.0193 -0.9491 -0.3106  0.21
H: 0.2311 1.8186 -0.0004  0.24
H: -1.8537 1.7581 -1.3909  0.21
H: -2.7287 1.0006 -0.0430  0.22
H: -2.0996 2.6501 0.1237  0.22


ORCA calculation (ωB97M-V/def2-TZVPD) on C6H11N in the gas phase in a non-equilibrium geometry.

Highest occupied orbital energy, eV: -7.620
Structure (SMILES): C=CC(N)=C(C)C
ΔE to the lowest compared entry with this formula, charge and spin, kcal/mol: 54.8
Electronic energy, hartree: -289.8843
HOMO-LUMO gap, eV: 8.621

Last column: natural (NBO) charge in e.
Geometry (Å):
C: 2.4701 0.8764 0.5933  -0.40
C: 1.2582 0.3973 0.9957  -0.22
C: 0.0495 0.5143 0.0333  0.12
N: -0.1000 1.6723 -0.8244  -0.84
C: -0.7845 -0.5752 -0.0938  -0.05
C: -1.9813 -0.6022 -0.9377  -0.65
C: -0.5487 -2.0305 0.4595  -0.63
H: 3.2569 0.7711 1.3349  0.19
H: 2.7159 1.2575 -0.3985  0.21
H: 1.2701 -0.3961 1.7484  0.22
H: 0.3635 2.5644 -0.3923  0.38
H: -1.1888 1.8464 -0.9288  0.38
H: -1.8552 -1.4615 -1.6260  0.22
H: -2.3059 0.3232 -1.5069  0.21
H: -2.7940 -1.0152 -0.3442  0.21
H: -0.5088 -2.7765 -0.3518  0.21
H: 0.4621 -2.0658 0.9799  0.22
H: -1.4955 -2.2337 0.9543  0.21


ORCA calculation (ωB97M-V/def2-TZVPD) on C6H11N in the gas phase in a non-equilibrium geometry.

Highest occupied orbital energy, eV: -7.494
Structure (SMILES): C=C/C(=C/C)NC
ΔE to the lowest compared entry with this formula, charge and spin, kcal/mol: 57.5
Electronic energy, hartree: -289.8800
HOMO-LUMO gap, eV: 8.523

Last column: natural (NBO) charge in e.
Geometry (Å):
C: -1.2114 -0.7408 -2.5466  -0.36
C: -0.1301 -0.8508 -1.7462  -0.21
C: 0.0988 -0.2195 -0.4135  0.15
C: 1.0387 0.7428 -0.3344  -0.32
C: 1.5461 1.4317 0.9201  -0.64
N: -0.6054 -0.8692 0.5794  -0.61
C: -0.8771 -0.5015 1.9292  -0.44
H: -1.2994 -1.1805 -3.5444  0.20
H: -2.2135 -0.5080 -2.1615  0.18
H: 0.7858 -0.9811 -2.3065  0.21
H: 1.4586 1.1794 -1.2399  0.21
H: 0.8108 1.9254 1.5422  0.20
H: 2.2342 2.2406 0.6486  0.21
H: 2.0788 0.6712 1.5125  0.21
H: -1.1399 -1.6678 0.2825  0.38
H: -0.5537 -1.2139 2.6887  0.21
H: -1.7653 0.1452 2.0469  0.20
H: -0.2561 0.3967 2.1430  0.22